Density functional theory data (ωB97M-V/def2-TZVPD) for C39H25ClN8O9STi as an isolated structure.

```
84
C39H25ClN8O9STi, DFT ωB97M-V/def2-TZVPD
Ti 7.762 12.028 11.373
Cl 9.240 11.683 5.588
C 10.867 13.702 8.757
C 10.791 12.307 8.231
C 10.712 11.373 9.270
C 10.372 11.823 10.564
O 9.449 11.196 11.272
C 10.995 13.074 11.075
C 11.310 13.309 12.526
N 11.308 12.371 13.376
C 11.629 12.638 14.730
C 11.913 13.875 15.241
C 12.137 14.024 16.657
C 12.168 12.924 17.481
C 11.858 11.612 17.044
C 11.923 10.433 17.812
C 11.745 9.201 17.183
C 11.576 9.212 15.796
N 11.637 10.287 15.029
C 11.754 11.491 15.602
C 11.210 14.020 10.100
H 10.167 12.148 7.315
H 10.679 10.303 9.062
H 11.636 14.329 12.673
H 12.054 14.672 14.614
H 12.151 15.007 16.979
H 12.623 13.062 18.411
H 12.168 10.448 18.854
H 11.780 8.323 17.813
H 11.287 8.266 15.256
H 11.695 14.999 10.256
O 7.983 13.109 12.847
C 7.921 13.022 14.196
C 8.635 13.937 15.043
C 8.476 13.913 16.446
C 7.561 13.011 17.006
C 6.862 12.092 16.240
C 7.100 12.052 14.801
C 6.395 11.044 14.014
N 6.584 10.837 12.669
C 5.557 9.900 12.270
C 4.812 9.548 13.369
N 5.435 10.152 14.465
H 9.322 14.539 14.496
H 9.044 14.612 17.074
H 7.403 12.965 18.093
H 6.230 11.409 16.809
H 5.550 9.580 11.213
H 3.978 8.866 13.387
H 5.175 10.142 15.412
O 5.082 10.903 8.519
C 6.027 11.552 8.964
O 6.429 11.469 10.166
C 6.660 12.608 8.177
C 6.108 13.094 6.952
C 6.791 14.086 6.255
C 8.066 14.494 6.586
C 8.579 14.053 7.828
C 7.780 13.291 8.691
O 8.043 13.430 10.030
N 9.867 14.472 8.194
O 10.114 15.721 8.258
O 11.929 13.103 7.964
N 6.051 14.831 5.304
O 4.883 14.501 4.991
O 6.564 15.929 4.961
H 5.165 12.763 6.571
H 8.544 15.258 5.880
N 8.421 8.615 5.808
C 8.963 7.806 6.695
N 9.859 8.172 7.614
C 10.139 6.965 8.276
C 10.947 6.908 9.477
C 11.111 5.650 10.074
C 10.414 4.504 9.608
C 9.618 4.582 8.489
C 9.435 5.798 7.842
S 8.446 6.065 6.493
H 8.704 9.642 5.780
H 7.919 8.203 5.042
H 11.422 7.755 9.946
H 11.832 5.470 10.849
H 10.480 3.568 10.184
H 9.165 3.640 8.078
```

Computed properties:
<S²> ... 2.061
Gap between HOMO and LUMO (spin up / spin down) ... 0.1106 / 0.2128 hartree
Spin multiplicity ... 3
HOMO (spin up / spin down) ... 0.16 / -2.55 eV
Total charge ... -2

***

Density functional theory data (ωB97M-V/def2-TZVPD) for a 2-piece molecular cluster, C6H13NO4 overall.

```
24
C6H13NO4, DFT ωB97M-V/def2-TZVPD
O 1.675 2.118 0.340
N 1.683 0.947 -0.023
O 2.328 0.481 -1.244
C 1.327 -0.090 0.627
O 0.743 0.153 1.832
C 1.590 -1.523 0.130
O 2.934 -1.711 -0.098
H 2.757 1.314 -1.451
H 0.382 1.018 1.925
H 0.883 -1.741 -0.688
H 1.140 -2.130 0.809
H 3.378 -1.232 -0.823
C -1.102 0.092 -1.590
C -1.698 0.100 -0.389
C -2.153 -0.969 0.557
C -1.758 1.438 0.394
H -0.804 1.092 -2.144
H -0.911 -0.865 -2.200
H -1.392 -1.500 1.182
H -2.944 -0.577 1.254
H -2.602 -1.688 -0.096
H -0.990 2.025 0.188
H -2.703 1.886 -0.018
H -1.763 1.363 1.526
```

Computed properties:
Gap between HOMO and LUMO ... 0.3342 hartree
HOMO ... -8.54 eV
SMILES string ... [O-]/[N+](O)=C(\O)CO.C=C(C)C

***

Density functional theory data (ωB97M-V/def2-TZVPD) for an isolated molecule of C22H25NO.

```
49
C22H25NO, DFT ωB97M-V/def2-TZVPD
C 0.656 -2.685 -1.489
C 0.653 -2.389 0.022
N 0.714 -0.978 0.355
C 1.983 -0.317 0.132
C 1.835 1.167 0.460
C 1.169 1.953 -0.689
C 0.107 2.941 -0.161
C -1.078 2.192 0.376
C -1.269 2.016 1.740
C -2.333 1.269 2.214
C -3.229 0.695 1.331
C -3.058 0.876 -0.032
C -1.988 1.615 -0.503
C 2.191 2.664 -1.514
C 3.015 3.716 -1.237
C 3.774 3.948 -2.410
C 3.357 3.021 -3.312
O 2.399 2.242 -2.779
C -0.583 -2.988 0.655
C -1.846 -2.489 0.361
C -2.975 -3.044 0.933
C -2.861 -4.112 1.806
C -1.609 -4.619 2.103
C -0.480 -4.059 1.531
H 0.591 -3.757 -1.658
H -0.196 -2.208 -1.969
H 1.569 -2.317 -1.952
H 1.539 -2.856 0.470
H -0.033 -0.475 -0.112
H 2.369 -0.425 -0.897
H 2.711 -0.777 0.809
H 2.814 1.598 0.673
H 1.225 1.238 1.361
H 0.664 1.249 -1.359
H 0.552 3.566 0.615
H -0.207 3.589 -0.983
H -0.583 2.473 2.439
H -2.464 1.136 3.278
H -4.059 0.112 1.701
H -3.760 0.441 -0.728
H -1.858 1.753 -1.568
H 3.075 4.260 -0.316
H 4.523 4.699 -2.556
H 3.648 2.819 -4.324
H -1.954 -1.655 -0.317
H -3.950 -2.642 0.694
H -3.744 -4.547 2.252
H -1.510 -5.453 2.783
H 0.495 -4.459 1.771
```

Computed properties:
Gap between HOMO and LUMO ... 0.3411 hartree
HOMO ... -8.41 eV
SMILES string ... C[C@@H](NCC[C@@H](Cc1ccccc1)c1ccco1)c1ccccc1

***

Density functional theory data (ωB97M-V/def2-TZVPD) for an isolated molecule of C5H12Si.

```
18
C5H12Si, DFT ωB97M-V/def2-TZVPD
C -0.651 1.879 0.123
C -0.641 0.387 0.149
C -1.965 -0.401 -0.060
C 0.533 -0.415 0.242
C 0.508 -1.889 0.034
Si 2.124 0.489 -0.002
H -0.075 2.187 0.914
H -1.681 2.167 0.326
H -0.278 2.189 -0.801
H -2.220 -0.715 0.866
H -1.852 -1.258 -0.623
H -2.826 0.075 -0.481
H 0.282 -2.223 -0.928
H 1.463 -2.231 0.074
H -0.214 -2.536 0.734
H 1.917 0.933 -1.404
H 3.261 -0.335 0.050
H 2.315 1.695 0.786
```

Computed properties:
Gap between HOMO and LUMO ... 0.3486 hartree
HOMO ... -8.51 eV
SMILES string ... CC(C)=C(C)[SiH3]

***

Density functional theory data (ωB97M-V/def2-TZVPD) for a 12-piece molecular cluster, C14H52O14 overall.

```
80
C14H52O14, DFT ωB97M-V/def2-TZVPD
O -0.262 -0.449 4.551
C -1.322 -1.265 4.085
C -2.677 -0.590 4.271
O -2.915 0.452 3.342
H -0.154 -0.547 5.516
H -1.002 -1.304 3.006
H -1.330 -2.249 4.534
H -2.859 -0.345 5.315
H -3.323 -1.477 4.063
H -2.392 1.246 3.505
O -3.956 -1.323 0.401
C -2.808 -1.529 -0.371
C -2.972 -2.738 -1.233
O -4.147 -2.643 -1.993
H -3.694 -0.742 1.153
H -2.712 -0.633 -1.005
H -1.902 -1.589 0.206
H -2.956 -3.677 -0.643
H -2.203 -2.844 -1.964
H -4.878 -2.461 -1.399
C 1.717 -4.256 0.189
O 0.712 -3.300 -0.137
H 2.661 -4.092 -0.351
H 1.938 -4.083 1.240
H 1.365 -5.223 -0.067
H 0.577 -3.320 -1.102
C 2.455 3.524 2.304
O 2.259 2.444 1.381
H 3.032 4.268 1.793
H 1.545 4.038 2.571
H 2.992 3.213 3.186
H 1.974 1.674 1.869
C -1.658 -0.018 -4.345
O -0.491 0.644 -3.791
H -1.986 0.634 -5.134
H -1.474 -1.008 -4.752
H -2.388 -0.162 -3.588
H -0.365 0.275 -2.882
C -0.539 3.743 -1.770
O -1.512 2.850 -2.307
H 0.030 4.188 -2.590
H -1.097 4.478 -1.155
H 0.114 3.310 -1.006
H -1.006 2.203 -2.828
C -0.311 0.787 0.084
O -0.012 -0.165 -0.942
H 0.609 1.283 0.296
H -0.967 1.497 -0.404
H -0.807 0.321 0.949
H 0.403 -0.937 -0.590
C 1.767 -1.692 -3.886
O 2.090 -2.624 -2.834
H 2.456 -1.828 -4.718
H 0.705 -1.833 -4.140
H 1.907 -0.622 -3.512
H 2.797 -2.311 -2.312
C -4.550 2.341 -0.342
O -5.887 2.299 0.190
H -3.797 2.251 0.409
H -4.368 1.506 -1.025
H -4.388 3.302 -0.863
H -5.935 1.454 0.694
C 3.200 -0.137 3.601
O 2.040 0.025 2.847
H 4.056 0.056 2.987
H 3.309 0.496 4.480
H 3.319 -1.198 3.801
H 1.300 0.015 3.523
C 2.651 1.805 -2.066
O 3.110 3.003 -1.553
H 2.628 1.796 -3.156
H 3.216 0.928 -1.711
H 1.645 1.650 -1.703
H 2.928 2.967 -0.612
C 3.904 -0.852 0.382
O 4.127 -1.531 -0.862
H 3.751 0.225 0.146
H 2.943 -1.257 0.731
H 4.713 -0.958 1.104
H 5.055 -1.379 -1.054
```

Computed properties:
Gap between HOMO and LUMO ... 0.3527 hartree
HOMO ... -9.69 eV
SMILES string ... OCCO.OCCO.CO.CO.CO.CO.CO.CO.CO.CO.CO.CO

***

Quick rundown of F_max, same order as above: 4.88 4.62 0.90 4.34 2.35 eV/Å
Quick rundown of relative energy (zero: lowest compared OMol25 entry of this formula, charge and spin), same order as above: 63.8 133.8 28.6 43.1 5.8 kcal per mole
Quick rundown of E, same order as above: -4324.1750 -591.9213 -983.3016 -487.1072 -1617.7427 a.u.